DFT (the ωB97M-V functional and the def2-TZVPD basis) results for a structure of composition C3H3LiO4 at a distorted geometry.

Last column: Löwdin charge in e.
Cartesian coordinates (Å):
O  -2.168  -0.348  -0.834  -0.0666
C  -1.757  0.781  -0.537  -0.2479
C  -1.043  1.015  0.725  -0.2527
O  -0.511  0.036  1.324  -0.1257
Li  -1.094  -1.611  0.262  0.7473
H  -1.903  1.645  -1.208  0.1328
H  -0.620  2.015  0.901  0.1272
C  0.918  -0.497  -0.244  -0.4250
O  0.843  0.574  -0.845  -0.0274
O  2.113  -1.077  -0.069  0.0335
H  2.781  -0.594  -0.585  0.1045

Calculated total energy = -424.5668 a.u.
LUMO level (spin up / spin down) = -0.81 / -0.77 eV
HOMO energy (spin up / spin down) = -7.770 / -7.836 eV
Gap between HOMO and LUMO (spin up / spin down) = 6.96 / 7.07 eV
Energy above the lowest of the compared OMol25 structures with the same formula, charge and spin = 234.1 kJ/mol

=====

DFT (the ωB97M-V functional and the def2-TZVPD basis) results for a structure of composition C3H3LiO4Y at a distorted geometry.

Last column: Löwdin charge in e.
Cartesian coordinates (Å):
H  0.192  -0.056  1.913  0.2541
C  1.610  0.249  1.297  -0.2204
C  0.265  0.520  0.745  -0.1269
O  -0.004  -0.323  -0.288  -0.0241
C  -1.218  -0.281  -0.958  -0.7520
O  -2.210  0.202  -0.393  -0.0354
O  -1.204  -0.835  -2.070  -0.0698
O  2.416  -0.483  0.674  -0.0515
Y  -3.683  -0.465  -2.406  1.8135
H  1.968  1.107  1.906  0.1752
H  -0.005  1.571  0.579  0.1803
Li  1.873  -1.205  -1.000  0.8571

Calculated total energy = -462.2998 a.u.
LUMO level (spin up / spin down) = -8.82 / -9.01 eV
HOMO energy (spin up / spin down) = -15.358 / -17.301 eV
Gap between HOMO and LUMO (spin up / spin down) = 6.53 / 8.29 eV
Multiplicity = 2
Charge = +2